A structure of composition C10H21F5IOP2Re. Source: the OMol25 dataset; level of theory: ωB97M-V with the def2-TZVPD basis set.

HOMO-LUMO gap (spin up / spin down): 6.35 / 6.91 eV
LUMO (spin up / spin down): -0.5170 / -0.5303 hartree
maximum force: 8.167 eV/Å

```
! RIJCOSX wB97M-V def2-TZVPD def2/J DEFGRID3
* xyz 3 4
C -0.26 0.36 -4.47
I -1.01 -1.09 -2.85
H 0.81 0.55 -4.34
H -0.84 1.27 -4.40
H -0.44 -0.16 -5.41
Re -0.77 -0.15 -0.47
P 0.06 1.95 -0.34
C -1.27 3.19 -0.66
C 0.91 2.75 1.10
H 1.30 3.74 0.81
H 1.40 3.48 -1.66
H 1.75 2.12 1.42
H 2.16 1.85 -1.54
H -2.03 3.14 0.13
H 0.22 2.87 1.93
C 1.22 2.39 -1.70
H -0.83 4.20 -0.70
H 0.78 2.11 -2.66
H -1.73 2.95 -1.63
P 0.24 -2.15 0.11
C -1.17 -3.32 -0.12
C 1.46 -2.83 -1.08
H 1.95 -2.00 1.81
H 1.18 -3.62 1.80
H 0.33 -2.22 2.53
C 1.00 -2.54 1.72
H 2.39 -2.26 -1.01
H 1.65 -3.88 -0.87
H -0.81 -4.33 0.08
H -1.54 -3.25 -1.15
H 1.08 -2.74 -2.11
H -1.98 -3.07 0.58
C -2.70 0.20 -0.61
O -3.82 0.48 -0.78
F -1.66 1.50 1.89
C -1.08 0.23 1.70
F 0.13 0.20 2.41
C -2.09 -0.67 2.54
F -2.11 -0.27 3.85
F -3.34 -0.53 2.03
F -1.81 -2.01 2.56
*
```